[1]
43
Properties=species:S:1:pos:R:3 method="wB97M-V/def2-TZVPD" total_charge=0 e_above_lowest_kj_mol=100.9 gap_ev=8.81 fmax_ha_per_bohr=0.042 energy_ev=-20430.3631 smiles=c1c(CN2CCCCC2)n[nH]c1C1CCCCC1
N 1.28719 -1.31106 2.44784
C -0.75005 3.03946 -4.11644
H 0.97312 2.41342 -2.98979
H 2.28211 -3.23560 5.10578
H -2.44559 0.76452 -1.51256
H -0.28071 -0.36405 3.43425
C -1.88536 1.49935 -2.08400
H -0.92114 0.04645 -3.35325
H -1.51523 2.26483 -1.39575
C 0.21665 -2.85979 4.71710
H -1.69424 -2.39843 3.74413
C -0.14336 -1.23864 2.80725
H -0.80628 3.87367 -3.40297
N 2.17839 -0.78937 -0.84375
H -0.14578 -3.81963 5.12721
C 1.46606 -0.29706 0.17296
H -3.30719 2.98237 -2.64910
C 0.37122 0.36536 -1.67222
C -2.15447 2.51949 -4.40842
H -0.29104 3.43846 -5.01275
H 0.10159 -2.09689 5.46058
H 2.97869 -0.32775 1.63940
C -2.85312 2.09271 -3.12256
C 1.90131 -0.24370 1.63614
N 1.49343 -0.40518 -1.94705
C 0.16384 1.93734 -3.54243
C -0.62688 0.90144 -2.70530
H 0.65167 1.39599 -4.39152
H -2.07003 1.71245 -5.11136
H -2.83349 3.25389 -4.88612
H -0.76882 -1.12112 1.89714
H -3.63198 1.37585 -3.35664
H 2.14422 -0.91749 4.30399
C 0.33659 0.45449 -0.30106
C 1.67720 -2.97330 4.24848
H 1.75409 -3.74540 3.47752
C -0.63180 -2.52553 3.49752
H -0.37135 1.01268 0.31707
H -0.61861 -3.34132 2.79112
C 2.14924 -1.71234 3.56299
H 3.17239 -1.83578 3.25205
H 1.86500 -0.47580 -2.90353
H 1.58254 0.69104 2.06809

[2]
75
Properties=species:S:1:pos:R:3 method="wB97M-V/def2-TZVPD" multiplicity=6 total_charge=-1 gap_ev="2.79 / 8.00" fmax_ha_per_bohr=0.058 energy_ev=-76167.8861
C 0.75589 1.72253 -5.16012
C 0.01481 -2.94269 2.71487
H -1.21893 4.45380 -5.21684
H 2.87078 -0.28841 -3.62668
H 2.74182 -2.76465 2.49778
H 2.99547 0.53810 -5.19383
C 1.41431 1.70804 0.02711
C 2.12983 0.20625 1.68458
H -1.83228 -4.07795 2.52289
N 0.31702 -1.04429 -2.72759
H -1.54681 0.32401 -1.12181
C -0.20819 -3.33189 5.41205
C 1.03915 0.59080 -4.38502
C 0.50681 0.80352 3.55376
C 2.34912 -0.10471 -4.57825
H -1.29306 2.62194 0.29296
C 0.98556 -2.42927 3.61927
H 1.00942 -0.01908 4.07599
H 0.72504 -2.34702 -4.40772
H -5.57502 0.65377 3.09310
H 4.36820 1.58403 -0.35394
H 4.34141 -0.18145 -0.04813
C -4.27377 -0.52003 1.97701
O -2.52262 0.11196 3.42760
H 0.47510 -4.29742 -2.49227
C 2.41376 -1.99515 3.23714
H -1.99467 -4.49307 5.03713
C 0.49819 -2.26522 -3.35689
H 0.28518 4.15640 -6.12309
N 0.14561 -2.63248 -1.18315
H -0.57597 0.61044 3.58489
Fe 0.65794 -0.26642 0.22892
H 1.74317 2.08222 -2.06540
H -4.10337 0.15626 3.86646
C -0.65066 3.70489 -5.77711
H 3.00192 -2.19767 4.15307
H 0.29293 2.82241 -1.41099
H -5.46433 -0.89833 3.63672
H -4.59510 0.14053 1.16819
C -1.07757 -3.67889 3.20893
N 0.81981 -2.64840 4.93252
H -0.28419 -3.46869 6.49623
C 0.46054 1.72032 1.11778
H -1.43170 2.03412 1.96307
O -1.97519 -0.65674 1.35522
C -1.24541 2.13710 -3.89430
C -1.02121 0.98301 -3.12497
H -4.51453 -1.55704 1.73706
H 0.16479 -2.82672 1.63434
C 1.33593 2.57920 -1.17643
H -2.66478 1.47986 -1.87023
C 0.42502 -3.22674 -2.37703
H -1.23457 3.42360 -6.66351
H 3.84742 -0.89089 2.12045
C -0.37309 2.50243 -4.92240
H 1.87297 3.52864 -1.03765
H 1.45261 2.01655 -5.94944
C -2.78300 -0.34472 2.26910
H 2.26308 -1.05511 -5.12164
C 3.74905 0.66925 -0.40553
C 2.48064 0.80284 0.37766
C 0.12034 0.19343 -3.39291
H 3.54532 0.50065 -1.47455
H -2.66774 -0.23006 -2.36698
C -2.01991 0.61253 -2.07379
C -1.18741 -3.91119 4.58083
H -0.54963 3.54259 1.63851
C 0.95832 0.86551 2.14860
C 2.93015 -0.62098 2.64990
H -2.13538 2.74804 -3.70011
C 0.18754 -1.29149 -1.33963
C -0.76522 2.53581 1.25055
N -4.92881 -0.11981 3.25133
H 0.74809 1.74094 4.08752
H 3.27405 0.01638 3.48880